1.
Formula: C28H32N2OS
Source: the OMol25 dataset
Level of theory: the ωB97M-V functional and the def2-TZVPD basis

SMILES: Cc1ccc(SC[C@H](c2ccccc2)N2CCN(CCc3ccccc3)CCC2=O)cc1

Geometry (Å):
C1 -6.158 -2.507 -0.116
C2 -5.501 -1.184 -0.358
C3 -5.548 -0.172 0.592
C4 -4.926 1.042 0.366
C5 -4.235 1.249 -0.815
C6 -4.203 0.261 -1.786
C7 -4.831 -0.945 -1.553
H1 -4.795 -1.720 -2.305
H2 -3.678 0.441 -2.712
S1 -3.381 2.792 -1.096
C8 -2.054 2.634 0.152
C9 -0.991 1.633 -0.299
N1 0.278 1.856 0.390
C10 1.396 2.024 -0.363
O1 1.359 2.042 -1.579
C11 2.695 2.255 0.389
H3 2.612 3.220 0.896
H4 3.467 2.350 -0.375
C12 3.102 1.150 1.404
N2 2.187 0.047 1.575
C13 0.986 0.421 2.289
H5 1.241 0.522 3.353
C14 0.353 1.751 1.829
H6 -0.652 1.833 2.242
H7 0.936 2.591 2.219
H8 0.259 -0.387 2.192
C15 2.016 -0.814 0.419
H9 1.140 -1.441 0.603
C16 3.227 -1.739 0.215
C17 4.411 -1.073 -0.431
C18 4.287 -0.441 -1.664
C19 5.376 0.174 -2.255
C20 6.611 0.156 -1.630
C21 6.751 -0.485 -0.411
C22 5.659 -1.094 0.181
H10 5.773 -1.587 1.137
H11 7.713 -0.509 0.081
H12 7.461 0.636 -2.092
H13 5.258 0.669 -3.208
H14 3.331 -0.422 -2.166
H15 3.515 -2.151 1.183
H16 2.903 -2.564 -0.425
H17 1.835 -0.258 -0.509
H18 3.245 1.595 2.393
H19 4.059 0.731 1.092
C23 -1.403 0.181 -0.198
C24 -1.065 -0.674 -1.241
C25 -1.383 -2.018 -1.189
C26 -2.049 -2.530 -0.089
C27 -2.387 -1.690 0.957
C28 -2.062 -0.346 0.906
H20 -2.339 0.285 1.738
H21 -2.906 -2.080 1.820
H22 -2.302 -3.579 -0.045
H23 -1.113 -2.667 -2.009
H24 -0.546 -0.275 -2.101
H25 -0.765 1.850 -1.351
H26 -1.615 3.629 0.222
H27 -2.523 2.377 1.100
H28 -4.977 1.827 1.107
H29 -6.079 -0.333 1.520
H30 -5.441 -3.315 -0.256
H31 -6.560 -2.567 0.892
H32 -6.973 -2.660 -0.823


2.
Formula: C28H32N4O4
Source: the OMol25 dataset
Level of theory: the ωB97M-V functional and the def2-TZVPD basis

SMILES: COCCNC(=O)[C@@H](c1ccc(C)cc1)N(C(=O)CCC(=O)Nc1ccccn1)c1ccc(C)cc1

Geometry (Å):
C1 -3.262 -1.387 2.080
O1 -3.202 -2.531 1.249
C2 -2.734 -3.691 1.889
C3 -1.254 -3.601 2.286
N1 -0.523 -2.976 1.205
C4 0.686 -2.435 1.412
O2 1.358 -2.621 2.405
C5 1.273 -1.631 0.225
N2 1.669 -0.315 0.730
C6 0.913 0.337 1.628
O3 -0.153 -0.109 2.030
C7 1.466 1.672 2.099
H1 2.282 1.461 2.794
C8 0.401 2.517 2.807
C9 -0.551 3.131 1.792
O4 -0.426 4.267 1.388
N3 -1.524 2.266 1.387
C10 -2.513 2.457 0.436
N4 -3.260 1.377 0.223
C11 -4.231 1.442 -0.670
C12 -4.516 2.582 -1.402
C13 -3.739 3.710 -1.174
C14 -2.720 3.660 -0.243
H2 -2.095 4.512 -0.037
H3 -3.927 4.624 -1.719
H4 -5.318 2.590 -2.123
H5 -4.802 0.531 -0.798
H6 -1.482 1.316 1.754
H7 0.887 3.333 3.342
H8 -0.146 1.892 3.514
H9 1.883 2.221 1.253
C15 2.912 0.178 0.247
C16 2.977 0.787 -0.999
C17 4.195 1.232 -1.481
C18 5.359 1.073 -0.738
C19 5.279 0.449 0.502
C20 4.069 -0.001 0.994
H10 4.008 -0.502 1.949
H11 6.177 0.310 1.086
C21 6.670 1.581 -1.253
H12 7.492 0.966 -0.895
H13 6.683 1.591 -2.341
H14 6.835 2.600 -0.904
H15 4.241 1.708 -2.449
H16 2.076 0.907 -1.581
C22 0.407 -1.532 -1.002
C23 -0.756 -0.766 -1.018
C24 -1.523 -0.679 -2.164
C25 -1.158 -1.353 -3.324
C26 0.001 -2.118 -3.304
C27 0.775 -2.204 -2.161
H17 1.677 -2.799 -2.170
H18 0.305 -2.650 -4.194
C28 -2.010 -1.269 -4.553
H19 -2.414 -0.266 -4.674
H20 -1.441 -1.533 -5.441
H21 -2.849 -1.960 -4.469
H22 -2.419 -0.078 -2.152
H23 -1.075 -0.237 -0.135
H24 2.205 -2.148 -0.037
H25 -1.101 -2.621 0.453
H26 -1.118 -3.011 3.199
H27 -0.859 -4.604 2.476
H28 -3.337 -3.920 2.779
H29 -2.870 -4.489 1.153
H30 -2.273 -1.106 2.450
H31 -3.932 -1.561 2.930
H32 -3.646 -0.580 1.458


3.
Formula: C28H33ClF12O24P
Source: the OMol25 dataset
Level of theory: the ωB97M-V functional and the def2-TZVPD basis

Charge: -1

Geometry (Å):
C1 -0.543 -7.281 0.104
C2 0.287 -5.939 -0.228
C3 -0.609 -5.119 -1.260
Cl1 -0.294 -5.659 -3.015
P1 -0.629 -3.223 -0.994
F1 -0.545 -2.923 -2.703
C4 1.286 -3.077 -0.821
F2 1.761 -3.256 0.496
F3 1.626 -1.724 -1.103
F4 2.044 -3.815 -1.711
H1 -1.258 -6.978 0.935
H2 -1.191 -7.590 -0.762
H3 0.106 -8.102 0.510
H4 1.272 -6.233 -0.703
H5 0.409 -5.423 0.765
H6 -1.673 -5.462 -1.069
H7 -2.080 -3.259 -1.094
H8 -0.717 -1.800 -0.754
H9 -0.720 -3.489 0.439
C5 -3.729 1.048 -0.171
C6 -3.447 -0.365 -0.582
O1 -2.525 -0.805 0.402
C7 -2.818 -0.095 1.522
O2 -2.437 -0.378 2.616
O3 -3.608 0.979 1.246
F5 -2.846 -0.407 -1.794
H10 -2.994 1.755 -0.566
H11 -4.725 1.377 -0.465
H12 -4.319 -1.015 -0.581
C8 2.766 -3.999 3.245
C9 2.106 -4.229 4.570
O4 3.197 -4.540 5.419
C10 4.270 -3.881 4.898
O5 5.289 -3.692 5.487
O6 4.032 -3.462 3.629
F6 1.272 -5.298 4.525
H13 2.918 -4.925 2.685
H14 2.214 -3.299 2.621
H15 1.570 -3.361 4.963
C11 1.250 1.086 -1.791
C12 0.485 1.369 -3.046
O7 0.542 2.786 -3.140
C13 1.704 3.147 -2.534
O8 2.215 4.221 -2.654
O9 2.215 2.141 -1.783
F7 -0.807 0.997 -2.928
H16 0.629 1.156 -0.894
H17 1.731 0.111 -1.806
H18 0.915 0.924 -3.947
C14 -0.394 5.105 -4.904
C15 0.153 4.841 -6.273
O10 -0.885 5.294 -7.123
C16 -1.520 6.285 -6.436
O11 -2.264 7.072 -6.932
O12 -1.193 6.268 -5.118
F8 0.338 3.514 -6.481
H19 -1.026 4.292 -4.540
H20 0.389 5.295 -4.171
H21 1.076 5.381 -6.501
C17 2.797 -9.861 -2.810
C18 3.416 -8.610 -3.358
O13 2.897 -7.603 -2.514
C19 2.673 -8.203 -1.314
O14 2.491 -7.617 -0.297
O15 2.688 -9.562 -1.423
F9 3.000 -8.373 -4.626
H22 1.802 -10.050 -3.221
H23 3.418 -10.741 -2.974
H24 4.509 -8.594 -3.320
C20 -7.800 1.472 1.749
C21 -8.308 0.326 2.568
O16 -7.965 -0.801 1.785
C22 -6.851 -0.442 1.088
O17 -6.130 -1.210 0.536
O18 -6.662 0.904 1.109
F10 -9.659 0.373 2.694
H25 -8.518 1.798 0.992
H26 -7.519 2.330 2.359
H27 -7.849 0.239 3.556
C23 1.689 5.990 1.683
C24 1.608 4.567 2.145
O19 0.269 4.212 1.853
C25 -0.090 4.973 0.782
O20 -1.041 4.759 0.098
O21 0.776 6.001 0.585
F11 1.800 4.475 3.487
H28 1.352 6.697 2.443
H29 2.681 6.264 1.367
H30 2.289 3.886 1.628
C26 4.063 9.844 4.571
C27 3.065 8.880 5.137
O22 2.681 8.121 4.005
C28 3.760 8.125 3.174
O23 3.902 7.377 2.259
O24 4.657 9.083 3.524
F12 1.975 9.527 5.617
H31 3.592 10.736 4.151
H32 4.808 10.152 5.305
H33 3.466 8.214 5.906


no.,HOMO level (eV),energy (a.u.),HOMO-LUMO gap (Ha)
1,-8.16,-1669.12209,0.3248
2,-8.79,-1606.23840,0.3483
3,-4.82,-4892.55083,0.2301